Below is 2 unconnected molecules or ions with the total composition C3H6BrNO4, with properties calculated with wB97M-V/def2-TZVPD.

Properties
Multiplicity: 1
LUMO energy, hartree: 0.0036
Energy above the lowest of the compared OMol25 structures with the same formula, charge and spin, kcal per mole: 42.8
Structure (SMILES): [O-]/[N+](O)=C(/Br)CO.C=O
Frontier orbital gap, eV: 9.01
M, g mol⁻¹: 199.99
HOMO, eV: -8.91

Each line ends with the Mulliken charge.
CARTESIAN COORDINATES (ANGSTROEM)
O  -0.7958  -1.8419  -0.6646  -0.825
N  0.1740  -1.1092  -0.5934  0.988
O  1.0360  -1.0595  -1.6808  -0.517
C  0.4743  -0.3006  0.3569  0.063
Br  2.3117  0.1969  0.4829  -0.072
C  -0.4460  -0.2744  1.5863  -0.439
O  -0.6371  -1.5656  2.0506  -0.487
H  0.8443  -1.6906  -2.4500  0.363
H  0.0925  0.2213  2.3901  0.346
H  -1.4042  0.3010  1.3588  0.195
H  -0.9185  -2.0419  1.3273  0.358
C  -0.2093  2.2923  -1.0453  -0.102
O  -0.3230  1.8530  0.0690  -0.367
H  0.6984  2.8622  -1.3267  0.232
H  -0.8974  2.1569  -1.8613  0.265

=====

Below is 6 unconnected molecules or ions with the total composition C23H55N2O17S5, with properties calculated with wB97M-V/def2-TZVPD.

Properties
Multiplicity: 1
LUMO energy, hartree: 0.0719
Frontier orbital gap, eV: 6.67
M, g mol⁻¹: 792.03
Net charge: -1
HOMO, eV: -4.72

Each line ends with the Mulliken charge.
CARTESIAN COORDINATES (ANGSTROEM)
C  0.1168  3.8302  0.1155  -1.070
C  0.4870  2.4973  0.8051  -0.817
C  0.5517  1.2501  -0.1007  0.426
C  0.8779  1.5478  -1.5835  -1.592
C  -0.6939  0.3217  0.0516  -0.378
N  -1.9158  1.0358  0.4176  0.098
C  -2.5005  1.7991  -0.6880  -0.345
C  -3.1351  3.1041  -0.2466  -0.297
N  -3.6052  3.3437  0.8981  -0.761
C  -0.3658  -0.6641  1.2262  -0.080
O  -1.0841  -0.6175  2.2513  -0.724
O  0.6224  -1.4382  1.0757  -0.748
H  -0.2371  4.5409  0.8638  0.337
H  -0.6124  3.6942  -0.6782  0.156
H  1.0102  4.2777  -0.3332  0.265
H  1.4680  2.6317  1.2723  0.514
H  -0.2145  2.3447  1.6261  0.300
H  1.3795  0.6436  0.2681  0.667
H  0.2794  2.3339  -2.0388  0.341
H  0.6620  0.6353  -2.1482  0.325
H  1.9516  1.7150  -1.6990  0.350
H  -0.8337  -0.3148  -0.8357  0.533
H  -2.6057  0.3482  0.6865  0.270
H  -1.8098  1.9757  -1.5136  0.195
H  -3.3196  1.2036  -1.1316  0.416
H  -3.2060  3.9025  -0.9943  0.417
H  -3.4531  2.5216  1.4927  0.335
O  0.7992  6.0892  -4.6021  -0.683
S  1.3422  4.8498  -5.0680  1.175
O  1.3700  3.6977  -4.2271  -0.462
O  2.8113  5.1146  -5.6328  -0.292
C  3.7441  5.7879  -4.7682  -0.354
C  4.3144  4.8625  -3.7107  -0.801
C  0.5888  4.4212  -6.6018  -0.994
H  3.2712  6.6628  -4.3184  0.326
H  4.5416  6.1465  -5.4177  0.274
H  3.5493  4.5593  -2.9964  0.126
H  5.1124  5.3643  -3.1622  0.383
H  4.7121  3.9561  -4.1674  0.261
H  0.6114  5.2866  -7.2586  0.348
H  -0.4379  4.1330  -6.3875  0.364
H  1.1310  3.5850  -7.0357  0.315
O  5.0620  -3.7157  -2.3080  -0.695
S  3.9386  -4.2724  -3.0071  1.383
O  3.5221  -3.7263  -4.2630  -0.594
O  2.6980  -4.3536  -2.0325  -0.313
C  2.2868  -3.1491  -1.3234  -0.483
C  1.5115  -2.2021  -2.2086  -0.294
C  4.1838  -6.0059  -3.1995  -0.973
H  3.1538  -2.6599  -0.8803  0.302
H  1.6519  -3.4817  -0.5057  0.245
H  2.1450  -1.7734  -2.9875  0.320
H  1.1102  -1.3923  -1.6011  -0.206
H  0.6904  -2.7224  -2.7046  0.243
H  4.4625  -6.4277  -2.2375  0.341
H  4.9836  -6.1420  -3.9251  0.322
H  3.2630  -6.4480  -3.5700  0.300
O  5.3537  -5.0670  -6.3577  -0.613
S  6.1123  -3.9053  -6.7100  1.223
O  5.6299  -2.9921  -7.6988  -0.639
O  7.5843  -4.3814  -7.1296  -0.287
C  7.6937  -5.4110  -8.1234  -0.336
C  7.4690  -4.8814  -9.5268  -0.992
C  6.5736  -3.0166  -5.2634  -0.949
H  7.0069  -6.2277  -7.8924  0.318
H  8.7064  -5.8021  -8.0333  0.279
H  6.4362  -4.5644  -9.6676  0.301
H  7.6917  -5.6557  -10.2624  0.390
H  8.1052  -4.0167  -9.7169  0.258
H  6.9850  -3.7161  -4.5408  0.307
H  5.6829  -2.5430  -4.8575  0.331
H  7.3090  -2.2645  -5.5388  0.393
O  -4.4169  -1.8015  7.9435  -0.696
S  -3.5944  -0.6803  7.5825  1.386
O  -3.9967  0.2288  6.5595  -0.565
O  -2.1298  -1.2068  7.2776  -0.320
C  -1.9675  -2.2760  6.3122  -0.426
C  -2.0398  -1.7952  4.8770  -0.913
C  -3.2029  0.2336  9.0348  -0.975
H  -2.6983  -3.0626  6.5141  0.313
H  -0.9806  -2.6936  6.5068  0.302
H  -3.0421  -1.4495  4.6238  0.233
H  -1.7761  -2.5983  4.1909  0.451
H  -1.3602  -0.9638  4.7078  0.278
H  -2.8568  -0.4558  9.8007  0.303
H  -4.1144  0.7350  9.3527  0.309
H  -2.4361  0.9632  8.7883  0.328
O  -6.3076  1.2182  8.3249  -0.614
S  -7.3900  0.6885  7.5475  1.217
O  -7.7116  1.2300  6.2659  -0.635
O  -8.7149  0.6845  8.4521  -0.283
C  -9.0952  1.9174  9.0806  -0.333
C  -9.7623  2.8742  8.1108  -0.993
C  -7.2425  -1.0530  7.4012  -0.958
H  -8.2272  2.3769  9.5579  0.309
H  -9.7940  1.6437  9.8704  0.280
H  -9.0570  3.2305  7.3608  0.303
H  -10.1575  3.7391  8.6457  0.390
H  -10.5777  2.3789  7.5833  0.259
H  -7.0509  -1.4773  8.3813  0.303
H  -6.4099  -1.2527  6.7363  0.345
H  -8.1673  -1.4387  6.9777  0.401

=====

Below is a molecular structure, C16H20BBr24NO4P, with properties calculated with wB97M-V/def2-TZVPD.

Properties
Multiplicity: 1
LUMO energy, hartree: -0.1848
Frontier orbital gap, eV: 6.32
M, g mol⁻¹: 2249.82
Net charge: +1
HOMO, eV: -11.35

Each line ends with the Mulliken charge.
CARTESIAN COORDINATES (ANGSTROEM)
C  5.4004  0.8811  0.3334  -0.929
C  4.8439  1.8235  -0.7838  0.362
B  3.4503  1.3806  -1.3685  0.153
O  3.3763  0.9402  -2.6670  -0.453
C  2.1325  1.4851  -0.4508  -0.346
N  2.1541  2.4418  0.4753  0.791
C  1.1616  2.7257  1.3239  -0.481
C  0.0221  1.9899  1.2588  0.068
C  -0.1160  0.9404  0.3573  0.436
C  -1.4356  0.1793  0.3925  0.183
O  -2.1729  0.3906  1.3213  -0.339
O  -1.7820  -0.7281  -0.5691  -0.288
C  1.0048  0.6878  -0.5558  0.000
P  0.9198  -0.6179  -1.8711  0.727
O  0.6632  0.0139  -3.1722  -0.500
H  6.0238  1.4990  0.9921  0.346
H  4.6290  0.4157  0.9539  0.092
H  6.0738  0.1534  -0.1213  0.369
H  5.5694  1.8219  -1.6037  0.405
H  4.8046  2.8611  -0.3931  -0.520
H  3.4983  1.7129  -3.2387  0.303
H  2.9999  2.9982  0.5539  -0.340
H  1.3069  3.5431  2.0393  0.427
H  -0.7968  2.2376  1.9206  0.074
H  -1.5226  -1.6055  -0.2313  0.073
H  2.2249  -1.1749  -1.9218  0.088
H  0.0596  -1.6763  -1.5327  0.034
C  -2.0822  3.5757  4.7607  -0.450
Br  -2.0483  3.7391  6.6742  0.001
Br  -0.3059  3.7358  4.0015  0.001
Br  -2.9425  1.9542  4.1818  0.063
H  -2.6630  4.4030  4.3766  0.453
C  2.3044  -1.8143  2.7014  -0.448
Br  1.4534  -0.5542  1.4613  0.196
Br  1.0566  -3.1501  3.2807  -0.074
Br  3.8973  -2.5741  1.9329  -0.031
H  2.6068  -1.2588  3.5811  0.470
C  -1.6417  -5.1759  -0.7202  -0.345
Br  -2.5643  -6.7442  -0.1013  -0.015
Br  -2.8633  -3.8061  -1.2967  0.080
Br  -0.4176  -4.4996  0.6104  0.018
H  -1.0582  -5.4688  -1.5834  0.350
C  -0.3595  2.5956  -5.7838  -0.258
Br  0.4333  3.1901  -4.1316  0.000
Br  -2.2741  2.5095  -5.6406  -0.027
Br  0.2033  3.6727  -7.2772  -0.022
H  -0.0040  1.5897  -5.9626  0.282
C  6.9874  5.6572  0.2439  -0.349
Br  6.7827  7.5585  0.4208  0.012
Br  5.4132  4.7107  0.8616  -0.009
Br  7.4536  5.1432  -1.5509  -0.016
H  7.8033  5.3581  0.8875  0.403
C  -5.1284  -1.6648  1.5648  0.448
Br  -5.6590  -0.0797  2.5263  -0.054
Br  -4.5680  -3.0698  2.7575  0.024
Br  -6.5047  -2.2613  0.3518  -0.007
H  -4.2688  -1.3984  0.9647  -0.398
C  -2.7140  -3.3530  -5.4110  -0.431
Br  -2.4702  -1.5925  -4.6677  0.070
Br  -1.5035  -4.6442  -4.6455  -0.040
Br  -4.5443  -3.9315  -5.2544  0.004
H  -2.4875  -3.2925  -6.4662  0.377
C  -7.8690  -5.3214  4.2486  -0.305
Br  -7.8555  -3.4069  4.4716  -0.019
Br  -9.4778  -6.1104  4.9543  -0.033
Br  -7.5707  -5.8260  2.4115  -0.012
H  -7.0429  -5.7145  4.8242  0.355